ORCA calculation (ωB97M-V/def2-TZVPD) on C22H30AsCaCl2N2O6 as an isolated structure in a non-equilibrium geometry.

Each line ends with the Mulliken charge.
Cartesian coordinates (Å):
Ca -1.17008 0.23728 0.17426  1.7897
O -4.24938 3.29412 0.20430  -0.4814
C -3.54535 2.20467 0.43785  0.3941
O -3.25410 1.38591 -0.40022  -0.4625
C -3.10312 2.05202 1.85441  0.0539
C -3.64685 2.71862 2.95185  -0.7759
C -3.13653 2.41634 4.20749  -0.5644
C -2.07511 1.53043 4.33138  -1.0802
C -1.57507 0.94319 3.16527  0.4286
N -2.11556 1.18221 1.97851  0.6810
C -0.41937 0.01366 3.05631  0.3464
O 0.49254 -0.01505 4.01641  -0.5224
O -0.28999 -0.68297 2.07062  -0.5490
H -4.44525 3.39900 -0.74220  0.4121
H -4.44934 3.42930 2.82652  0.5958
H -3.55680 2.88374 5.08441  0.4953
H -1.66831 1.30077 5.30561  0.5713
H 0.37054 0.63821 4.71976  0.3727
C 2.61062 -2.05144 0.03198  -1.4082
As 1.55122 -0.44598 -0.40212  1.1540
C 2.98124 0.84010 -0.02385  -1.5188
C 1.68055 -0.42638 -2.38972  -0.9380
C 2.99049 -0.88748 -2.91464  0.1816
C 4.04206 0.00015 -3.13209  -0.1643
C 5.24463 -0.44988 -3.64921  -0.7237
C 5.41843 -1.78945 -3.95246  -0.5066
C 4.38346 -2.68017 -3.72459  -0.6966
C 3.18427 -2.23675 -3.20345  -0.3254
H 3.60775 -1.98242 -0.40444  0.4152
H 2.12985 -2.96198 -0.32648  0.3340
H 2.70354 -2.11267 1.11761  0.4790
H 3.90861 0.51296 -0.49806  0.5050
H 3.14216 0.91142 1.05397  0.4015
H 2.70513 1.81965 -0.41371  0.3700
H 1.46944 0.60900 -2.66800  0.4720
H 0.88038 -1.05728 -2.78549  0.4893
H 3.90507 1.05573 -2.93366  0.4437
H 6.04429 0.25047 -3.83119  0.3923
H 6.34959 -2.13750 -4.37244  0.3994
H 4.50609 -3.72440 -3.96484  0.4101
H 2.37286 -2.94069 -3.04628  0.3452
C -3.80051 -1.75993 1.41010  -1.0387
C -3.64278 -1.88419 -0.09586  -0.4638
O -2.39282 -1.34132 -0.48040  -0.9475
C -1.85268 -1.89315 -1.66793  -0.5710
C -1.08033 -3.17191 -1.36378  -0.9929
H -4.69863 -2.27471 1.74636  0.4998
H -3.88401 -0.71354 1.69149  0.1335
H -2.93458 -2.20137 1.90251  0.2293
H -4.44777 -1.33912 -0.60870  0.2668
H -3.69596 -2.93999 -0.38365  0.5202
H -1.18224 -1.12409 -2.06468  0.3783
H -2.64875 -2.08099 -2.39967  0.4638
H -0.33885 -2.97040 -0.58479  0.1076
H -0.57600 -3.53602 -2.25542  0.4371
H -1.74995 -3.95578 -1.00968  0.4343
Cl 0.30369 3.51235 4.03759  -0.1001
C 1.14082 3.75782 2.49921  -0.5824
Cl 0.55896 2.59064 1.28642  0.1766
H 2.20621 3.59784 2.66579  0.3447
H 0.93055 4.76991 2.14900  0.3730
O -0.80567 3.73958 -2.16761  -0.6473
C -0.73949 2.63748 -1.76311  0.4872
N -0.64385 1.53439 -1.35258  -0.7243

Computed properties:
Electronic energy, hartree: -5250.97722
Max |F|, eV/Å: 1.7
LUMO energy, eV: -3.98
E_HOMO, eV: -10.50
Net charge: +1
Molar mass, g mol⁻¹: 604.40
Energy above the lowest of the compared OMol25 structures with the same formula, charge and spin, kcal/mol: 32.9